Record 1
103
Properties=species:S:1:pos:R:3:forces:R:3 method="wB97M-V/def2-TZVPD" energy_ev=-99034.7967 smiles="CC(=O)OCCCCCCCCBc1ccccn1.O=S1(=O)CCCC1.O=S1(=O)CCCC1.O=S1(=O)CCCC1.O=S1(=O)CCCC1" e_lumo_ev=0.4 homo_energy_ha=-0.319 homo_lumo_gap_ev=9.06
C 6.212 -2.971 2.233 1.0 0.8 0.2
C 5.457 -2.246 1.097 -0.7 -0.7 -0.1
O 4.258 -2.271 1.120 -0.4 0.0 -0.1
O 6.055 -1.622 0.042 0.7 -0.2 2.0
C 7.373 -1.095 0.331 0.8 1.1 -2.0
C 7.495 0.290 -0.431 0.8 -0.3 1.2
C 7.306 1.462 0.601 -1.0 0.5 -1.2
C 6.492 2.682 0.015 0.7 0.0 0.7
C 6.183 3.671 1.204 -0.2 -0.2 -0.4
C 4.766 4.328 1.145 0.5 0.1 0.1
C 3.609 3.283 0.994 -0.3 0.0 0.3
C 2.544 3.305 2.171 0.0 0.9 0.0
B 1.107 3.297 1.485 0.1 -0.8 0.5
C 0.221 1.969 1.311 1.9 1.9 0.4
C 0.937 0.751 1.318 -0.8 -1.4 -0.2
C 0.251 -0.492 1.126 -1.6 2.1 -0.2
C -1.158 -0.304 0.937 1.5 -0.1 0.2
C -1.714 0.998 0.998 -2.0 -0.2 -0.2
N -1.119 2.192 1.179 1.2 -3.1 -0.3
H 7.161 -3.453 1.919 -0.6 0.3 0.0
H 6.489 -2.202 2.999 -0.1 -0.5 -0.6
H 5.566 -3.695 2.767 0.2 0.5 -0.8
H 8.130 -1.783 -0.114 -0.5 0.2 0.7
H 7.557 -0.872 1.399 -0.2 -0.6 -0.5
H 8.544 0.349 -0.799 -0.7 -0.1 0.0
H 6.823 0.339 -1.310 0.2 -0.1 0.7
H 6.709 1.111 1.479 0.6 0.1 -0.5
H 8.300 1.839 0.920 -0.6 -0.4 0.1
H 5.584 2.302 -0.499 0.5 0.3 0.4
H 7.105 3.225 -0.744 -0.5 -0.5 0.4
H 6.270 3.118 2.167 -0.1 0.3 -0.6
H 6.988 4.440 1.203 -0.6 -0.3 0.2
H 4.769 5.071 0.315 -0.2 -0.5 0.4
H 4.609 4.917 2.081 0.1 -0.4 -0.7
H 4.030 2.252 0.961 -0.3 0.7 -0.3
H 3.060 3.491 0.043 0.6 -0.4 0.5
H 2.653 4.302 2.672 -0.1 -0.8 -0.2
H 2.702 2.525 2.943 0.1 0.3 -0.6
H 0.686 4.346 1.096 -0.1 -0.1 -0.1
H 2.029 0.755 1.472 -0.7 0.1 0.0
H 0.697 -1.496 1.106 0.0 0.7 0.1
H -1.809 -1.173 0.744 0.2 0.7 0.1
H -2.820 1.054 0.876 0.8 -0.1 0.1
O -5.371 -1.512 -3.206 0.2 -0.2 0.1
S -4.914 -0.601 -2.183 -0.2 0.5 0.2
O -3.940 -0.993 -1.190 0.1 -0.4 -0.2
C -4.363 0.907 -2.968 0.1 0.4 -0.2
C -5.618 1.768 -3.050 -0.1 0.0 0.0
C -6.323 1.604 -1.700 0.1 0.1 0.1
C -6.343 0.108 -1.369 -0.2 0.0 0.0
H -3.931 0.681 -3.942 0.0 -0.1 0.1
H -3.613 1.363 -2.320 0.0 -0.1 0.0
H -5.374 2.811 -3.256 0.0 0.0 0.0
H -6.267 1.408 -3.850 0.0 0.0 0.0
H -5.763 2.145 -0.930 0.0 0.0 0.0
H -7.332 2.016 -1.720 0.0 0.0 0.0
H -6.270 -0.068 -0.296 0.1 -0.2 -0.1
H -7.243 -0.387 -1.768 1.0 0.2 0.3
O -8.988 -0.512 -2.047 -0.7 0.2 -0.3
S -9.485 0.270 -3.159 -0.5 -0.1 -0.4
O -8.649 1.204 -3.871 0.2 -0.1 0.3
C -10.249 -0.837 -4.332 -0.3 -0.3 -0.2
C -11.698 -0.937 -3.867 -0.1 0.0 0.1
C -12.117 0.491 -3.499 -0.1 0.0 -0.1
C -10.993 1.094 -2.649 -0.4 0.2 0.1
H -9.729 -1.793 -4.331 0.2 0.1 0.1
H -10.182 -0.374 -5.318 0.1 0.0 0.1
H -12.338 -1.360 -4.642 0.0 0.0 0.0
H -11.764 -1.580 -2.986 0.0 0.0 -0.1
H -12.245 1.079 -4.411 0.0 0.0 0.0
H -13.066 0.507 -2.964 0.1 0.0 0.0
H -10.891 2.164 -2.815 0.2 -0.1 0.1
H -11.143 0.895 -1.588 0.1 0.0 0.0
O 2.438 -2.333 -4.843 0.1 0.2 0.0
S 2.071 -1.673 -3.613 -0.2 0.1 0.3
O 2.645 -0.408 -3.225 0.2 -0.1 -0.3
C 0.289 -1.552 -3.542 -0.4 -0.1 0.0
C -0.152 -2.850 -2.875 0.0 -0.1 0.0
C 0.828 -3.079 -1.721 -0.1 0.0 0.0
C 2.242 -2.842 -2.263 0.0 -0.3 0.4
H -0.112 -1.425 -4.545 0.2 0.1 0.0
H 0.040 -0.688 -2.924 0.1 0.0 0.0
H -1.183 -2.789 -2.526 0.0 0.0 0.0
H -0.084 -3.678 -3.587 0.0 0.1 0.0
H 0.618 -2.366 -0.921 0.0 0.0 -0.1
H 0.731 -4.081 -1.301 0.0 0.0 0.0
H 2.902 -2.421 -1.504 0.1 0.1 -0.1
H 2.675 -3.758 -2.664 0.0 0.1 -0.1
O 2.801 0.575 4.596 -0.1 0.0 -0.1
S 2.507 -0.830 4.744 0.0 -0.3 -0.1
O 1.365 -1.442 4.117 0.0 0.3 0.0
C 3.971 -1.762 4.324 0.4 -0.1 0.2
C 4.739 -1.871 5.637 0.0 0.1 0.1
C 3.689 -2.188 6.709 0.1 -0.1 0.0
C 2.511 -1.232 6.492 0.1 -0.2 0.5
H 4.525 -1.246 3.544 -0.3 0.1 -0.1
H 3.651 -2.743 3.972 -0.1 0.1 -0.1
H 5.511 -2.640 5.587 0.0 0.0 0.0
H 5.225 -0.918 5.867 0.0 0.0 0.0
H 3.352 -3.221 6.593 0.0 0.0 0.0
H 4.097 -2.088 7.715 0.0 0.0 0.0
H 1.562 -1.695 6.756 -0.1 0.1 -0.1
H 2.640 -0.306 7.051 0.0 0.0 -0.1

---

Record 2
97
Properties=species:S:1:pos:R:3:forces:R:3 method="wB97M-V/def2-TZVPD" energy_ev=-139654.7234 e_lumo_ev=-6.6 de_lowest_kcal_mol=11.1 homo_energy_ha=-0.427 homo_lumo_gap_ev=4.98 charge=+2
C -1.134 -5.508 4.593 -0.5 0.0 -0.2
C -1.046 -5.137 3.232 0.3 -1.2 0.6
C -1.721 -5.915 2.267 -0.7 0.4 0.1
C -2.771 -6.734 2.712 1.0 0.3 0.3
N -2.995 -6.904 4.012 -0.2 -0.4 0.3
C -2.171 -6.395 4.936 0.4 0.0 -0.8
C -0.515 -3.869 2.776 -1.7 2.3 -1.2
C -0.825 -2.770 2.282 -0.8 -2.7 1.2
C -1.329 -1.659 1.529 0.3 1.7 -0.2
C -1.196 -0.326 2.019 -0.1 -0.9 0.0
C -1.490 0.748 1.194 -0.3 0.7 -0.2
C -1.878 0.602 -0.156 -0.2 -1.1 0.7
C -2.062 -0.732 -0.619 0.0 0.9 -0.2
C -1.819 -1.815 0.208 0.0 -0.9 0.3
Ba 1.572 -2.081 1.410 1.7 1.6 -1.0
P -2.379 2.068 -1.138 0.1 0.3 0.4
H -1.547 -5.778 1.198 -0.1 0.1 0.3
H -0.479 -5.099 5.367 -0.4 0.1 -0.4
H -3.427 -7.257 2.006 0.3 0.2 0.3
H -2.353 -6.715 5.969 0.1 0.3 -0.4
H -2.045 -2.840 -0.134 0.4 0.7 0.0
H -0.901 -0.173 3.067 0.0 0.0 -0.6
H -2.338 -0.930 -1.666 0.0 0.2 0.7
H -1.379 1.746 1.628 -0.1 -0.4 -0.2
C -1.148 2.836 -2.250 0.5 -0.2 0.0
C -1.764 3.581 -3.443 -0.1 0.2 -0.1
H -0.419 2.068 -2.543 -0.2 0.1 0.0
H -0.593 3.569 -1.639 -0.2 -0.4 0.0
H -0.966 4.028 -4.063 -0.3 -0.3 0.3
H -2.359 2.913 -4.082 0.2 0.3 0.1
H -2.394 4.412 -3.084 0.1 -0.4 -0.3
C -3.837 1.579 -2.085 -0.1 -0.1 -0.6
C -4.999 0.905 -1.342 0.1 0.0 0.0
H -3.456 0.891 -2.865 -0.1 0.3 0.2
H -4.181 2.483 -2.617 0.2 -0.3 0.2
H -5.820 0.769 -2.054 0.1 0.0 0.2
H -4.714 -0.089 -0.983 -0.1 0.2 0.1
H -5.374 1.503 -0.505 0.1 -0.1 -0.1
C -2.738 3.356 0.097 -0.1 -0.4 0.2
C -3.401 4.634 -0.404 -0.1 0.3 -0.1
H -1.768 3.616 0.541 -0.1 -0.1 -0.1
H -3.321 2.873 0.891 0.0 0.2 -0.1
H -3.641 5.251 0.469 0.0 -0.1 -0.2
H -2.712 5.216 -1.027 -0.2 -0.1 0.1
H -4.330 4.466 -0.964 0.2 0.0 0.2
Br 1.101 0.253 -0.855 0.6 -0.9 0.1
P 0.165 -2.278 -4.184 0.1 -0.6 -1.8
C -1.047 -0.904 -4.131 0.1 0.2 0.4
C -1.441 -0.494 -5.552 -0.1 0.1 0.1
H -0.594 -0.086 -3.553 -0.2 0.1 -0.1
H -1.930 -1.257 -3.582 0.0 0.0 -0.1
H -2.250 0.243 -5.538 0.1 0.0 -0.1
H -0.588 -0.066 -6.090 -0.2 -0.1 0.1
H -1.795 -1.368 -6.112 0.1 0.2 0.1
C 1.798 -1.641 -3.697 0.0 0.2 0.3
C 2.870 -2.282 -4.594 -0.1 0.3 0.2
H 1.944 -1.854 -2.627 0.2 0.2 -0.3
H 1.761 -0.547 -3.804 0.2 -0.3 0.1
H 3.843 -1.822 -4.402 0.0 -0.2 0.0
H 2.933 -3.361 -4.392 0.0 0.2 -0.2
H 2.608 -2.127 -5.650 0.2 -0.2 0.3
C -0.329 -3.453 -2.893 -0.1 0.0 0.3
C -1.171 -4.558 -3.549 0.1 -0.1 0.4
H -0.857 -2.909 -2.097 0.0 -0.3 0.0
H 0.597 -3.860 -2.461 -0.2 0.0 -0.1
H -1.337 -5.376 -2.843 -0.2 0.0 -0.1
H -2.143 -4.170 -3.881 0.2 -0.1 0.0
H -0.650 -4.961 -4.428 -0.2 0.1 0.3
C 5.089 0.198 1.330 0.0 -0.2 0.0
N 4.617 1.166 2.320 -0.2 -0.1 0.0
C 5.668 2.022 2.861 0.2 0.0 0.2
P 3.011 1.428 2.575 1.0 1.5 0.5
O 2.264 0.116 2.498 -0.3 0.0 -0.3
N 2.942 2.184 4.071 0.1 -0.8 -0.6
C 2.019 3.288 4.335 0.1 -0.1 -0.4
C 3.229 1.336 5.229 0.1 -0.1 -0.1
N 2.569 2.634 1.524 -0.6 -0.7 -0.3
C 1.181 2.830 1.140 -0.2 -0.2 0.4
C 3.517 3.574 0.935 0.3 0.1 0.2
H 5.984 0.621 0.834 -0.5 -0.4 0.1
H 4.327 -0.021 0.559 0.3 0.2 0.3
H 5.372 -0.747 1.827 0.1 0.2 -0.2
H 5.235 2.847 3.437 0.2 -0.3 -0.2
H 6.329 1.431 3.516 -0.1 0.2 -0.1
H 6.269 2.418 2.028 -0.1 0.0 0.3
H 0.973 2.950 4.351 0.1 0.2 0.1
H 2.280 3.698 5.314 -0.1 0.1 -0.2
H 2.145 4.061 3.566 -0.1 -0.2 0.3
H 2.457 0.560 5.351 0.2 0.1 0.2
H 4.218 0.854 5.117 -0.5 0.2 0.1
H 3.234 1.978 6.114 0.1 -0.3 0.0
H 0.633 3.474 1.855 0.1 -0.1 -0.3
H 1.161 3.274 0.140 -0.1 0.0 0.2
H 0.713 1.845 1.048 0.0 0.4 0.2
H 3.829 4.351 1.651 0.0 -0.2 -0.2
H 4.397 3.049 0.546 -0.2 0.2 0.1
H 3.012 4.073 0.102 0.2 -0.1 0.1

---

Record 3
123
Properties=species:S:1:pos:R:3:forces:R:3 method="wB97M-V/def2-TZVPD" energy_ev=-179951.5714 e_lumo_ev=-3.3 homo_energy_ha=-0.415 homo_lumo_gap_ev=7.94 charge=+1
C -2.075 0.981 6.118 0.9 -0.5 -0.1
C -2.028 -0.183 5.001 0.0 -0.6 1.2
O -2.715 0.180 3.749 2.3 2.1 0.5
C -2.176 1.465 3.404 -3.2 2.6 -0.1
O -3.008 2.415 3.366 3.8 -3.6 -0.3
C -0.602 1.712 3.098 -0.7 0.4 0.4
C -0.481 2.610 1.737 -1.2 -0.7 0.1
C 0.498 1.974 0.637 -3.9 -0.9 -0.1
N 1.942 2.386 0.643 0.5 -0.5 0.7
C 2.711 1.074 0.506 1.6 -1.8 -1.2
C 2.805 0.166 1.804 2.5 0.3 4.2
O 3.584 0.337 2.783 -3.2 -0.1 -4.8
I 1.559 -1.644 2.007 0.4 0.9 -0.5
C 2.308 3.059 1.940 1.6 1.3 2.8
C 3.895 3.397 2.072 -2.6 1.0 -0.1
P 4.330 4.055 3.834 1.1 -0.1 1.6
C 4.320 5.964 3.728 -0.8 0.7 -0.6
O 3.050 3.689 4.935 0.0 1.5 -2.4
O 4.049 4.526 1.174 0.2 -1.7 -0.6
C 3.844 4.014 -0.157 0.8 0.0 -0.4
C 4.283 5.190 -1.147 2.0 0.6 0.5
C 5.768 4.839 -1.716 -1.6 -3.3 -2.6
O 5.810 3.840 -2.499 0.4 3.8 3.0
C 2.359 3.376 -0.456 1.6 1.0 -3.3
C 2.684 2.630 -1.886 -0.1 -0.3 -0.6
C 1.479 1.821 -2.547 0.1 0.1 -1.6
C 1.763 1.824 -4.156 0.4 1.6 0.8
Cl 0.700 0.645 -5.066 1.0 0.9 0.8
C 1.300 4.498 -0.826 -0.5 1.3 -0.7
C 1.246 5.847 0.035 -1.6 0.4 0.9
C -0.243 6.142 0.655 0.3 -0.3 0.4
I 1.635 7.644 -1.213 0.1 -0.8 0.4
H -1.916 0.474 7.143 -0.5 0.9 -1.6
H -1.165 1.679 5.974 -1.6 -0.9 0.2
H -3.047 1.584 6.080 1.4 -1.0 0.1
H -0.943 -0.459 4.745 -1.5 0.3 0.6
H -2.588 -1.099 5.416 0.9 1.4 -0.9
H -0.041 0.722 3.025 -0.8 1.3 0.1
H -0.218 2.305 4.013 -0.5 -1.0 -1.4
H -0.344 3.719 1.949 0.0 -1.6 -0.2
H -1.548 2.531 1.290 1.9 0.2 0.4
H -0.055 2.134 -0.365 1.6 -0.1 1.4
H 0.374 0.830 0.780 0.7 1.9 -0.2
H 3.806 1.248 0.180 -1.8 0.0 0.8
H 2.261 0.407 -0.325 0.5 1.4 1.3
H 2.029 2.500 2.889 0.0 0.1 -1.6
H 1.814 4.099 2.062 0.6 -1.9 -0.8
H 4.579 2.512 1.875 -0.8 1.2 0.1
H 5.194 6.341 3.090 -1.2 -0.8 0.9
H 3.364 6.371 3.237 1.3 -0.4 0.7
H 4.426 6.439 4.771 -0.2 -1.1 -1.5
H 2.341 4.342 4.714 0.4 -0.7 0.7
H 4.634 3.177 -0.309 -1.5 1.0 0.2
H 4.431 6.164 -0.542 -0.8 -1.5 -0.9
H 3.640 5.351 -2.066 0.8 -0.2 1.3
H 6.699 5.453 -1.478 -1.2 -0.6 -0.2
H 3.668 2.022 -1.834 -1.8 0.7 0.0
H 2.940 3.425 -2.691 -0.4 -1.0 1.8
H 1.384 0.722 -2.263 0.0 1.5 0.0
H 0.490 2.411 -2.438 1.5 -1.3 0.1
H 1.505 2.896 -4.506 0.3 -1.8 0.3
H 2.889 1.699 -4.387 -1.9 -0.4 0.3
H 1.561 4.851 -1.899 -0.3 -0.9 1.8
H 0.204 4.165 -0.946 1.8 0.0 0.4
H 1.958 5.929 0.913 -0.5 -0.3 -1.5
H -0.599 7.209 0.433 0.6 -1.7 0.6
H -0.178 5.952 1.794 -0.3 0.5 -1.7
H -1.038 5.428 0.257 1.1 0.9 0.3
C 2.116 -5.192 -1.288 -0.7 -0.4 -0.4
C 2.640 -5.208 -2.713 0.4 -0.8 0.3
O 2.751 -3.831 -3.082 -0.2 1.0 0.9
S 3.120 -2.959 -1.767 0.1 -1.0 -0.3
O 4.537 -2.745 -1.752 -1.1 0.4 0.2
O 2.171 -1.889 -1.649 0.8 -0.2 -0.1
O 2.770 -4.087 -0.657 0.6 0.8 -0.5
H 1.042 -5.009 -1.266 0.1 -0.1 0.0
H 2.337 -6.120 -0.758 0.2 0.2 0.1
H 1.976 -5.738 -3.395 0.1 0.3 0.0
H 3.639 -5.651 -2.762 -0.1 0.0 0.0
C 1.478 -5.584 -7.092 0.5 0.5 -0.2
C 2.254 -6.504 -8.023 -0.5 0.1 -0.5
O 2.780 -7.527 -7.177 -0.3 0.1 1.0
S 1.745 -7.790 -5.956 -0.1 -0.2 -0.5
O 0.933 -8.920 -6.291 0.6 0.8 0.7
O 2.467 -7.689 -4.720 -0.5 -0.3 -0.8
O 0.851 -6.449 -6.144 0.3 -0.8 0.0
H 2.150 -4.913 -6.550 0.0 0.0 -0.1
H 0.730 -4.996 -7.624 -0.1 -0.2 0.2
H 3.058 -5.985 -8.545 0.1 -0.2 0.2
H 1.592 -6.977 -8.753 0.0 0.1 0.0
C -1.086 -5.807 2.766 -0.4 -0.5 0.5
C -1.188 -7.082 1.938 0.6 0.0 0.2
O -2.080 -6.758 0.869 -0.2 1.1 0.0
S -1.904 -5.192 0.491 -0.1 -0.4 0.2
O -1.022 -5.096 -0.634 -0.8 0.3 0.7
O -3.188 -4.565 0.526 0.9 -0.4 -0.3
O -1.085 -4.742 1.813 0.0 -0.2 -0.7
H -1.959 -5.685 3.413 0.1 0.0 0.0
H -0.180 -5.779 3.371 0.0 0.2 -0.2
H -1.568 -7.924 2.515 -0.2 0.1 -0.2
H -0.220 -7.348 1.501 0.0 0.0 0.1
C -4.169 -0.375 0.742 -0.7 -0.7 0.2
C -3.542 -1.509 -0.054 0.2 0.0 0.7
O -3.517 -1.043 -1.406 -0.2 1.2 -0.2
S -3.316 0.567 -1.405 -0.6 -0.6 0.2
O -1.922 0.849 -1.610 -0.7 0.3 0.1
O -4.350 1.153 -2.201 1.1 -0.3 0.3
O -3.655 0.826 0.159 0.8 0.0 -0.9
H -5.257 -0.370 0.631 0.1 -0.1 0.0
H -3.914 -0.424 1.801 0.1 0.2 -0.2
H -4.110 -2.435 0.024 0.0 0.2 -0.3
H -2.510 -1.688 0.260 -0.1 -0.1 0.0
C -9.592 -1.048 -0.087 -0.7 0.2 0.0
C -9.532 -0.225 1.191 0.3 0.4 -0.4
O -9.279 -1.172 2.229 0.2 -0.8 -0.4
S -8.373 -2.380 1.635 -0.3 0.0 -0.1
O -7.002 -2.120 1.967 -0.7 -0.4 -0.3
O -9.021 -3.620 1.933 0.7 0.9 0.0
O -8.583 -2.049 0.061 0.4 0.1 0.8
H -10.558 -1.550 -0.188 0.0 0.1 0.0
H -9.402 -0.444 -0.975 0.2 -0.2 0.1
H -10.459 0.316 1.381 0.1 -0.2 0.2
H -8.697 0.481 1.167 -0.1 0.0 -0.1

---

Record 4
95
Properties=species:S:1:pos:R:3:forces:R:3 method="wB97M-V/def2-TZVPD" multiplicity=6 energy_ev=-63006.3733 e_lumo_ev="-8.8 / -13.8" homo_energy_ha="-0.516 / -0.655" s_squared=8.817 homo_lumo_gap_ev="5.28 / 4.00" charge=+3
C 3.259 0.019 0.311 0.5 -0.8 -1.3
C 1.978 1.125 1.946 -0.6 -0.3 -1.0
C 4.440 0.417 0.929 0.7 0.2 0.8
C 3.139 1.336 2.725 -0.2 0.4 0.4
C 4.370 1.000 2.197 1.0 -0.4 -0.7
H 5.381 0.235 0.412 -0.1 0.0 0.3
H 3.001 1.795 3.700 0.3 0.0 -0.1
H 5.283 1.207 2.745 -0.1 0.0 0.0
N 2.063 0.272 0.873 -0.8 1.6 1.2
P 1.662 -1.631 -1.217 3.0 -1.5 -1.2
P -0.753 1.596 1.332 -1.1 1.9 0.8
C 3.253 -0.661 -1.036 0.0 0.2 0.9
H 3.326 0.109 -1.821 -0.3 0.0 0.2
H 4.156 -1.275 -1.149 -0.2 0.2 0.1
C 0.767 1.796 2.158 0.6 -0.8 2.8
H 0.708 2.399 3.073 0.3 0.0 -0.4
C -0.799 3.556 1.007 -0.2 0.3 0.1
C -2.258 1.296 2.573 -0.2 -0.3 0.4
C 1.328 -1.732 -3.080 -0.1 -0.1 -0.5
C 2.242 -3.262 -0.463 0.0 -0.1 0.0
C -1.681 3.687 -0.227 -0.1 0.1 -0.2
H -2.728 3.427 -0.026 0.3 0.1 0.0
H -1.660 4.724 -0.597 0.0 -0.2 0.1
H -1.326 3.022 -1.021 -0.3 0.2 0.1
C -1.328 4.410 2.160 -0.2 0.1 0.3
H -2.365 4.222 2.444 0.3 0.1 -0.1
H -0.692 4.327 3.049 -0.1 0.1 -0.1
H -1.281 5.463 1.842 0.0 -0.2 0.0
C 0.628 4.079 0.791 0.2 0.0 -0.3
H 0.585 5.120 0.442 -0.1 -0.2 0.1
H 1.209 4.094 1.721 -0.1 0.0 -0.3
H 1.182 3.492 0.046 0.0 0.3 0.3
C -3.532 1.869 1.928 0.1 0.2 -0.3
H -3.670 1.469 0.914 0.0 0.1 0.2
H -4.405 1.565 2.527 0.3 0.0 -0.1
H -3.549 2.961 1.877 -0.1 -0.4 0.0
C -2.502 -0.197 2.790 0.1 -0.3 -0.1
H -2.708 -0.729 1.854 0.1 0.0 0.1
H -1.679 -0.678 3.328 -0.1 0.1 -0.1
H -3.399 -0.307 3.419 0.3 0.1 -0.2
C -2.012 1.885 3.965 0.2 0.4 0.2
H -1.899 2.970 3.990 -0.1 -0.3 0.0
H -2.888 1.648 4.588 0.2 0.0 -0.2
H -1.132 1.439 4.443 -0.2 0.0 0.0
C 1.054 -4.238 -0.485 -0.1 -0.1 0.0
H 1.427 -5.236 -0.213 -0.2 0.2 -0.1
H 0.291 -3.964 0.253 0.1 -0.1 -0.1
H 0.576 -4.311 -1.472 0.2 0.0 0.3
C 2.702 -3.050 0.993 -0.3 0.1 -0.1
H 3.602 -2.425 1.053 -0.1 -0.2 0.0
H 1.922 -2.620 1.623 0.2 0.0 0.0
H 2.949 -4.037 1.413 0.0 0.3 -0.1
C 3.441 -3.867 -1.213 0.0 -0.4 -0.2
H 3.885 -4.640 -0.569 -0.1 0.2 -0.2
H 3.148 -4.362 -2.142 0.1 0.1 0.3
H 4.228 -3.136 -1.432 -0.1 -0.3 0.0
C 2.015 -0.553 -3.775 0.0 0.2 0.1
H 3.110 -0.623 -3.758 -0.2 0.0 -0.1
H 1.708 -0.528 -4.832 0.0 -0.1 0.3
H 1.703 0.385 -3.308 0.2 -0.3 -0.3
C -0.183 -1.605 -3.309 -0.2 0.0 0.1
H -0.574 -0.660 -2.918 0.0 -0.1 -0.1
H -0.376 -1.631 -4.391 0.0 0.0 0.3
H -0.730 -2.438 -2.850 0.0 0.1 -0.1
C 1.807 -3.031 -3.730 0.2 -0.2 -0.1
H 2.898 -3.127 -3.708 -0.3 0.0 0.0
H 1.337 -3.919 -3.291 0.2 0.2 -0.2
H 1.518 -3.003 -4.791 0.0 0.1 0.3
Ir 0.192 -0.277 -0.003 -1.6 -0.3 -1.6
C -0.243 -1.581 1.207 -2.7 -5.0 5.4
O -0.468 -2.389 2.033 1.2 2.7 -3.0
N 0.742 1.177 -1.407 -0.3 4.2 -0.7
C 0.743 2.344 -1.599 0.2 -2.8 -3.2
C 0.800 3.338 -2.809 -0.1 0.9 0.6
C 1.287 4.701 -2.356 0.0 0.4 0.2
C 1.753 2.814 -3.879 0.3 -0.6 0.0
C -0.575 3.450 -3.461 -0.6 -0.3 0.2
H 0.585 5.176 -1.666 0.2 0.0 -0.1
H 2.276 4.625 -1.892 -0.1 0.2 0.0
H 1.369 5.340 -3.239 0.0 0.0 0.1
H 1.327 1.947 -4.402 0.2 0.3 0.2
H 1.873 3.611 -4.622 0.0 -0.1 0.2
H 2.741 2.569 -3.469 -0.2 0.0 -0.2
H -0.470 4.121 -4.320 0.0 -0.1 0.1
H -0.916 2.470 -3.826 0.0 0.3 0.1
H -1.330 3.871 -2.793 0.1 0.0 -0.3
C -4.130 -0.575 -1.877 -0.2 0.0 -0.1
C -2.909 -0.938 -1.102 0.6 -0.4 0.5
N -2.874 -2.164 -0.546 -0.5 0.7 -0.6
O -1.947 -0.120 -0.986 -0.6 -0.4 -0.1
H -4.855 -1.397 -1.904 0.1 0.3 0.0
H -3.843 -0.313 -2.902 0.0 0.0 0.2
H -4.601 0.308 -1.429 0.1 -0.2 -0.1
H -2.065 -2.503 -0.056 -0.1 0.0 0.0
H -3.670 -2.781 -0.668 0.3 0.1 0.1